Record 1
Below is a cluster of 5 separate species, C23H47N2O4PS2 in total, with properties calculated with ωB97M-V/def2-TZVPD.

The total energy comes out at -66741.4190 eV. The HOMO energy is -0.299 Ha. Its SMILES is CCN(CC)C(=S)SCCCPN=C(C)C.CC(C)=O.CC(C)=O.CC(C)=O.CC(C)=O. As for the largest force on an atom: 0.402 eV Å⁻¹. For the HOMO-LUMO gap, the calculation gives 8.0 eV.

```
79
Properties=species:S:1:pos:R:3:forces:R:3:mulliken_charge:R:1
C -1.843686 -2.245146 -4.125293 -0.007 0.108 -0.057 -1.1683
C -0.563990 -1.451141 -4.385118 -0.113 -0.315 -0.001 -0.4789
N 0.360046 -1.518738 -3.239528 0.154 0.273 0.115 0.1872
C -0.230269 -0.853115 -2.047152 -0.041 -0.259 0.040 -0.4845
C 0.700570 -0.046974 -1.165479 -0.092 0.185 0.217 -0.7688
C 1.658264 -1.078717 -3.623511 -0.086 -0.044 -0.007 0.0459
S 1.965075 0.293574 -4.439363 -0.013 0.053 -0.161 -0.1837
S 2.980866 -2.213383 -3.382282 0.110 0.267 0.034 -0.2983
C 2.793701 -2.768279 -1.668738 0.014 -0.090 0.132 -0.1320
C 3.631150 -4.039538 -1.460538 -0.305 0.071 0.034 -0.9743
C 3.028435 -4.955925 -0.377083 0.313 0.252 0.001 -0.7718
P 3.834107 -4.604005 1.249448 0.108 0.077 0.183 -0.1514
N 3.460490 -2.935999 1.522130 -0.056 -0.287 -0.022 -0.5411
C 2.434177 -2.497754 2.135685 0.029 0.077 -0.097 1.2619
C 2.351030 -1.026516 2.424695 0.003 -0.065 -0.235 -1.1394
C 1.227140 -3.288249 2.568435 0.027 0.146 0.200 -1.0251
H -1.726939 -3.289342 -4.414780 0.020 -0.006 0.113 0.3194
H -2.139654 -2.206550 -3.077494 -0.004 -0.015 -0.024 0.2884
H -2.664100 -1.817331 -4.703019 0.007 -0.076 -0.052 0.3525
H -0.046800 -1.884258 -5.241711 -0.003 0.092 -0.044 0.5450
H -0.798693 -0.409237 -4.636513 0.026 0.009 0.095 0.3008
H -1.066604 -0.228566 -2.384146 0.096 0.120 0.027 0.4981
H -0.659041 -1.637600 -1.416259 -0.075 0.019 -0.063 0.0550
H 1.519724 -0.653336 -0.782583 0.037 0.060 -0.017 -0.2088
H 1.107646 0.848620 -1.632697 0.016 -0.098 -0.142 0.3512
H 0.113442 0.275433 -0.303025 0.077 -0.012 0.046 0.3688
H 3.160312 -1.964259 -1.034200 -0.010 -0.058 0.088 0.2947
H 1.743454 -2.936332 -1.424694 -0.039 -0.056 -0.242 0.1763
H 4.641249 -3.747488 -1.163173 0.062 -0.080 -0.198 0.3816
H 3.697044 -4.571874 -2.411668 0.027 -0.082 0.064 0.4908
H 1.941956 -4.852110 -0.361076 0.017 -0.120 0.036 0.4165
H 3.290437 -5.997051 -0.582789 -0.140 -0.005 -0.029 0.4063
H 2.906879 -5.296161 2.078567 -0.115 -0.002 -0.059 0.0165
H 1.554320 -0.591250 1.815639 -0.038 0.051 0.091 0.0776
H 2.082452 -0.855874 3.469620 0.036 0.045 -0.016 0.4416
H 3.292706 -0.544712 2.176995 -0.021 0.049 0.095 0.2639
H 1.052875 -4.152924 1.932376 -0.046 -0.008 0.027 0.4320
H 1.338988 -3.628310 3.601994 0.053 -0.057 -0.038 0.2999
H 0.369354 -2.616310 2.548507 -0.087 -0.139 -0.081 -0.0005
C -3.450494 -1.546210 0.984613 0.101 -0.052 -0.029 -1.2429
C -2.411323 -0.729901 1.713617 -0.070 0.024 -0.026 0.7477
O -1.240924 -1.042805 1.702492 0.040 -0.015 -0.032 -0.4627
C -2.904646 0.486852 2.449173 0.233 -0.068 0.005 -1.1693
H -2.978402 -2.394429 0.494266 -0.001 0.000 0.001 0.3008
H -4.205684 -1.901334 1.687765 -0.035 0.042 -0.011 0.4019
H -3.956349 -0.927250 0.241235 -0.040 0.010 0.031 0.3385
H -3.640886 0.207518 3.202664 -0.058 0.046 -0.065 0.3934
H -3.396644 1.170107 1.754989 -0.079 -0.024 0.028 0.3967
H -2.063079 0.987503 2.923945 -0.006 0.009 -0.003 0.3074
C -6.599205 3.405070 5.201082 -0.035 -0.099 -0.033 -1.1887
C -5.413526 2.843106 4.455354 -0.021 0.052 0.029 0.8698
O -5.441933 1.743967 3.953079 -0.039 0.014 0.029 -0.5087
C -4.191584 3.725285 4.369441 0.038 -0.089 -0.056 -0.9151
H -7.412717 2.684318 5.195691 0.001 0.002 0.000 0.3146
H -6.319054 3.633426 6.230909 0.009 0.049 -0.010 0.3222
H -6.929795 4.333707 4.732598 0.026 0.029 0.032 0.3252
H -3.832369 3.964344 5.371904 -0.023 0.046 0.001 0.3266
H -4.443443 4.664409 3.873726 -0.005 0.025 0.044 0.3260
H -3.405524 3.220246 3.813307 -0.007 0.002 0.004 0.1332
C -1.857263 3.675919 -6.128510 -0.100 -0.038 -0.038 -1.1069
C -2.404674 3.018570 -4.884362 0.031 0.023 0.005 0.8262
O -3.509492 2.529442 -4.855875 0.003 -0.010 -0.002 -0.5659
C -1.493917 2.997151 -3.681306 -0.112 -0.118 0.041 -0.8455
H -2.595493 3.628197 -6.925050 0.003 0.001 0.001 0.3134
H -1.607255 4.718211 -5.922366 0.051 -0.011 0.009 0.3309
H -0.942819 3.170079 -6.444013 0.030 0.031 0.026 0.2914
H -1.231277 4.013548 -3.383095 0.062 0.000 -0.047 0.4636
H -0.573868 2.463901 -3.929880 0.075 0.034 0.019 0.1190
H -1.994323 2.494386 -2.856566 0.011 0.007 0.009 0.1854
C 5.141206 3.106494 1.050531 -0.102 -0.011 -0.039 -1.1700
C 4.377016 2.533300 2.219648 0.050 -0.016 -0.015 0.9286
O 3.204135 2.255768 2.137896 -0.030 0.026 0.007 -0.5266
C 5.156245 2.316497 3.494915 -0.099 -0.034 0.027 -1.2044
H 4.478738 3.212237 0.195201 0.003 -0.001 0.000 0.2948
H 5.556814 4.080441 1.315411 0.046 -0.020 0.011 0.3482
H 5.972274 2.449092 0.789112 0.032 0.024 0.026 0.3313
H 5.572463 3.262581 3.845711 0.046 -0.009 -0.021 0.4037
H 5.987722 1.633229 3.312929 0.031 0.034 -0.007 0.3293
H 4.503236 1.899755 4.257640 0.002 0.000 -0.001 0.2917
```
Forces are in eV/Å.


Record 2
Below is a cluster of 3 separate species, C23H47N4O4 in total in a non-equilibrium geometry, with properties calculated with ωB97M-V/def2-TZVPD.

As for the net charge: -1. Its spin multiplicity is 3. The total energy comes out at -38759.9803 eV. The HOMO energy (alpha / beta) is -0.063 / -0.063 Ha. As for the largest force on an atom: 1.383 eV Å⁻¹. For the HOMO-LUMO gap (alpha / beta), the calculation gives 4.1 / 4.1 eV.

```
78
Properties=species:S:1:pos:R:3:forces:R:3:lowdin_spin:R:1
N 3.452928 -1.008123 1.642521 -0.541 0.635 -0.150 0.0004
C 3.335489 0.353503 1.272318 0.582 0.756 0.816 0.0000
O 3.844231 1.230502 1.964066 -0.381 -0.877 -0.666 0.0000
C 2.579653 0.605838 0.002747 0.229 -0.324 -0.274 -0.0001
C 1.109249 0.190492 0.153411 0.050 0.072 0.542 0.0000
N 0.501229 0.842906 1.240866 0.035 0.149 -0.195 0.0003
C -0.915360 0.762523 1.183045 0.549 0.019 0.559 0.0004
C -1.565099 -0.614503 1.318074 -0.312 0.087 -0.116 0.0001
O -1.536666 -1.411305 0.133019 -0.212 -0.440 0.001 0.0000
H 3.190286 -1.052800 2.617974 0.294 -0.188 0.214 0.0000
H 2.769591 -1.530810 1.106939 -0.017 -0.254 -0.018 0.0000
H 3.010251 -0.010966 -0.791208 0.183 -0.078 -0.081 -0.0002
H 2.695876 1.644844 -0.273260 -0.136 0.298 0.100 0.0000
H 1.125812 -0.921199 0.262116 -0.052 -0.219 -0.362 -0.0001
H 0.616101 0.379501 -0.833128 -0.108 0.006 -0.217 0.0000
H -1.304832 1.343740 2.021197 -0.217 0.164 0.098 0.0000
H -1.347216 1.242220 0.271044 -0.151 -0.090 -0.306 0.0004
H -1.072792 -1.175159 2.108812 0.199 -0.057 0.196 0.0000
H -2.615884 -0.487506 1.599720 -0.198 -0.002 0.040 0.0000
H -1.126533 -0.887759 -0.552776 0.243 0.278 -0.222 0.0000
C 4.161191 -5.624896 -3.844399 -0.103 -0.045 0.061 0.0032
C 4.319505 -4.527730 -2.762341 0.129 -0.375 -0.909 0.0257
C 5.483094 -4.853408 -1.822624 0.113 -0.042 0.364 0.0152
C 5.182972 -5.962544 -0.815529 -0.077 0.015 -0.068 0.0008
C 3.885148 -5.671899 -0.063964 0.376 0.067 0.061 0.0153
C 2.702188 -5.430202 -0.998823 -0.618 -0.770 -0.081 0.0258
N 3.056147 -4.365989 -1.983945 0.767 0.528 1.022 0.3599
O 2.976361 -3.197703 -1.448547 -0.296 0.022 -0.351 0.5446
C 2.299740 -6.739303 -1.697993 0.106 -0.012 -0.125 0.0021
C 1.489703 -4.970649 -0.200031 -0.054 0.195 0.101 -0.0008
C 4.621135 -3.218159 -3.479553 -0.034 0.253 0.041 -0.0011
H 3.113065 -5.786993 -4.091822 -0.007 0.026 0.015 0.0017
H 4.658354 -5.328656 -4.767122 0.105 0.092 0.049 -0.0004
H 4.593318 -6.580296 -3.545202 -0.052 0.003 0.045 0.0000
H 5.751472 -3.948597 -1.269467 -0.103 0.045 -0.017 0.0021
H 6.352567 -5.119805 -2.428354 0.008 0.019 -0.063 0.0016
H 5.131103 -6.934500 -1.315739 -0.044 0.009 -0.015 0.0003
H 6.006959 -6.032257 -0.103003 0.024 -0.017 -0.006 0.0007
H 3.641781 -6.498343 0.607407 -0.059 -0.028 -0.006 0.0015
H 4.030298 -4.788817 0.565288 -0.070 0.070 -0.075 0.0024
H 1.508260 -6.559567 -2.426181 -0.020 0.033 0.002 0.0013
H 1.916845 -7.439206 -0.955172 -0.032 0.068 0.087 -0.0005
H 3.119444 -7.242330 -2.205552 0.000 0.053 0.010 0.0000
H 1.699557 -4.086348 0.396469 0.005 0.026 -0.083 -0.0005
H 1.185138 -5.769754 0.476133 0.018 -0.083 -0.014 -0.0004
H 0.652026 -4.742492 -0.859285 0.002 0.045 -0.001 0.0002
H 3.786819 -2.918999 -4.115235 -0.017 -0.008 0.003 0.0001
H 5.502124 -3.356306 -4.106200 0.030 -0.083 -0.044 -0.0003
H 4.828438 -2.408511 -2.783949 -0.111 -0.027 0.028 -0.0005
C -5.230058 5.302695 -0.697111 0.098 0.071 0.028 0.0032
C -4.983622 4.350037 0.499301 -0.370 0.222 -0.896 0.0254
C -5.957162 4.651701 1.641449 -0.033 0.088 0.367 0.0151
C -5.621604 5.916083 2.432111 0.058 -0.029 -0.070 0.0008
C -4.164100 5.894825 2.891110 -0.342 -0.091 0.146 0.0152
C -3.184940 5.676639 1.739746 0.462 0.812 -0.311 0.0258
N -3.575252 4.455592 0.978582 -0.411 -0.531 1.187 0.3554
O -3.199464 3.386654 1.590547 0.124 0.076 -0.358 0.5479
C -3.144688 6.920581 0.836633 -0.125 -0.010 -0.098 0.0021
C -1.773905 5.481178 2.278283 0.115 -0.149 0.124 -0.0008
C -5.223764 2.927977 0.008170 0.061 -0.224 0.050 -0.0011
H -4.295891 5.560766 -1.193429 0.015 -0.026 0.013 0.0017
H -5.860104 4.823955 -1.445563 -0.074 -0.097 0.081 -0.0004
H -5.730359 6.227624 -0.407223 0.061 0.009 0.030 0.0000
H -5.961310 3.803135 2.332197 0.100 -0.036 -0.038 0.0022
H -6.965893 4.722739 1.227485 -0.018 -0.028 -0.053 0.0016
H -5.825270 6.809728 1.834712 0.043 -0.007 -0.026 0.0003
H -6.276544 5.979336 3.303774 -0.026 0.017 -0.006 0.0007
H -3.911630 6.828523 3.398905 0.048 0.033 -0.022 0.0015
H -4.035892 5.094089 3.625429 0.065 -0.070 -0.079 0.0026
H -2.509792 6.743857 -0.031735 0.024 -0.032 0.000 0.0012
H -2.721602 7.756123 1.394898 0.060 -0.052 0.083 -0.0005
H -4.120566 7.245241 0.482831 0.012 -0.053 0.014 0.0000
H -1.715523 4.663889 2.992568 -0.028 -0.043 -0.080 -0.0005
H -1.454106 6.395364 2.780029 -0.037 0.076 -0.022 -0.0004
H -1.074377 5.270144 1.469752 -0.001 -0.053 -0.007 0.0002
H -4.505504 2.654823 -0.765221 0.026 0.001 0.007 0.0002
H -6.228075 2.866568 -0.411947 -0.048 0.073 -0.042 -0.0003
H -5.150072 2.198451 0.810958 0.116 0.040 -0.006 -0.0004
```
Forces are in eV/Å.


Record 3
Below is a cluster of 6 separate species, C23H47N5O10 in total in a non-equilibrium geometry, with properties calculated with ωB97M-V/def2-TZVPD.

The total energy comes out at -52536.0894 eV. The HOMO energy is -0.333 Ha. Its SMILES is CC(=O)OCCC[C@@H]1COC(=O)O1.CN(C)C=O.CN(C)C=O.CN(C)C=O.CN(C)C=O.CN(C)C=O. As for the largest force on an atom: 5.217 eV Å⁻¹. For the HOMO-LUMO gap, the calculation gives 9.5 eV.

```
85
Properties=species:S:1:pos:R:3:forces:R:3:mulliken_charge:R:1
C -0.316030 0.847222 0.643618 0.262 1.107 -1.053 -0.4295
C 0.567125 2.061298 1.246721 -0.023 -1.553 2.149 0.6403
O 0.867030 2.036911 2.461030 -0.768 0.998 -4.119 -0.5238
O 0.966541 3.054736 0.314087 -1.271 -0.842 1.971 -0.3441
C 0.771437 4.404369 0.819982 0.711 1.959 0.706 -0.2643
C -0.730541 4.960569 0.742268 -0.009 -0.159 0.146 -0.7883
C -1.739543 4.101625 -0.159597 -1.021 0.932 -0.332 -0.6295
C -2.828463 3.449105 0.821910 0.603 1.273 -1.633 0.1791
C -4.002693 2.541208 0.232031 0.724 -2.596 1.303 -0.0567
O -5.230180 3.068530 0.859084 1.311 1.098 1.978 -0.3818
C -4.739742 3.923678 1.914367 -0.234 0.010 0.173 0.5778
O -5.121667 4.037664 3.085891 1.277 -0.265 -5.052 -0.5137
O -3.633743 4.590523 1.248549 -0.891 -1.328 2.639 -0.3800
H -1.008209 1.279888 -0.164467 1.045 -0.743 1.093 -0.1113
H 0.375870 0.090194 0.116923 -1.060 1.140 0.982 0.3365
H -0.973743 0.356525 1.432569 1.289 0.698 -0.837 0.2307
H 1.454718 5.109352 0.212625 -1.023 -1.458 0.729 0.2406
H 1.129904 4.498117 1.915199 -0.489 -0.449 -1.778 0.2484
H -0.697412 6.055276 0.377222 0.007 -1.816 0.572 0.3578
H -1.152415 4.984883 1.810333 0.576 0.045 -1.579 0.3667
H -1.249335 3.374332 -0.885489 -0.538 0.811 1.262 0.2620
H -2.318848 4.858536 -0.816352 0.803 -1.337 0.974 0.4908
H -2.208091 3.082070 1.707890 -1.334 -0.180 -0.935 0.2321
H -3.931443 1.493958 0.722297 0.200 1.510 -0.912 0.1519
H -4.033150 2.276199 -0.882818 -0.238 1.374 1.672 0.1445
C -3.874104 -0.044368 -2.522700 0.030 -0.339 -0.888 0.0745
O -3.172275 0.702453 -1.857596 0.223 -0.092 -0.261 -0.6503
N -3.694577 -0.324209 -3.840022 -0.314 0.094 1.048 0.2800
C -4.571777 -1.223558 -4.560972 0.193 0.039 -0.074 -0.9690
C -2.590601 0.295369 -4.548039 0.032 0.594 0.265 -0.9945
H -4.739362 -0.567032 -2.083839 -0.017 -0.026 -0.048 0.3017
H -3.982120 -2.056025 -4.952801 -0.121 0.005 -0.065 0.3258
H -5.034869 -0.680958 -5.389016 -0.069 -0.168 -0.015 0.3768
H -5.353595 -1.614363 -3.907400 0.092 0.098 0.006 0.2960
H -1.656264 0.014054 -4.065506 -0.123 0.214 -0.234 0.1875
H -2.698227 1.382744 -4.498150 0.009 -0.021 -0.052 0.3168
H -2.575860 -0.024371 -5.589103 0.002 -0.077 0.229 0.4055
C -0.137407 -2.156571 -4.131875 0.005 -0.683 0.413 0.0563
O -1.009011 -1.907912 -4.948484 0.176 -0.519 0.038 -0.5910
N -0.145173 -3.207890 -3.268007 0.194 0.897 -0.517 0.1842
C 0.931889 -3.436090 -2.323406 0.022 0.053 -0.172 -0.9635
C -1.264744 -4.128762 -3.291956 -0.179 0.107 -0.164 -0.7883
H 0.756851 -1.520478 -4.029717 0.042 -0.043 0.064 0.3315
H 1.373476 -4.411752 -2.518855 0.053 0.249 0.198 0.4615
H 0.525365 -3.414395 -1.309372 0.197 -0.099 0.017 0.2765
H 1.702499 -2.668118 -2.417392 -0.182 0.072 -0.084 0.3135
H -1.341058 -4.574257 -4.287053 -0.132 -0.040 0.099 0.3082
H -2.186035 -3.578009 -3.083107 -0.038 -0.117 -0.066 0.2292
H -1.129625 -4.913808 -2.548207 0.145 0.157 -0.096 0.2357
C 0.751084 -6.975841 -0.706802 0.406 -0.424 0.172 0.0659
O 0.727839 -6.140911 -1.595143 0.113 -0.610 0.230 -0.5682
N 1.803219 -7.791894 -0.422063 -0.780 0.439 -0.024 0.1333
C 1.754598 -8.762156 0.653223 0.179 0.061 -0.159 -0.9165
C 3.010292 -7.687285 -1.219323 -0.141 0.226 -0.179 -0.9215
H -0.113046 -7.137169 -0.042751 0.049 -0.052 0.037 0.2677
H 2.548650 -8.538960 1.370148 -0.089 -0.165 0.080 0.3362
H 1.906829 -9.761547 0.237920 -0.019 -0.035 0.196 0.3407
H 0.791495 -8.730276 1.164769 0.079 0.057 -0.102 0.2964
H 3.405385 -6.671551 -1.139806 0.098 -0.108 -0.111 0.2749
H 2.767070 -7.887301 -2.265747 0.174 0.048 0.028 0.2884
H 3.759917 -8.400183 -0.874491 -0.159 0.057 0.033 0.3754
C -1.403389 -0.748906 5.714367 0.381 0.264 -0.023 0.1168
O -1.490703 -1.614433 4.862500 0.189 0.193 0.061 -0.5853
N -0.354859 0.109612 5.860009 -0.717 -0.393 0.170 0.1506
C -0.324072 1.115696 6.901509 0.150 -0.092 -0.233 -0.9046
C 0.765225 0.013111 4.943496 -0.173 -0.338 -0.183 -0.6863
H -2.198813 -0.590067 6.460654 0.032 0.080 0.053 0.2734
H -0.250261 2.103640 6.439890 0.006 0.050 0.198 0.3003
H 0.547921 0.942970 7.537781 -0.073 0.171 0.093 0.3283
H -1.226976 1.072920 7.512696 0.061 -0.054 -0.106 0.3034
H 0.406525 0.167680 3.924470 0.245 0.006 0.074 0.0338
H 1.200240 -0.987342 5.014831 0.075 0.082 -0.079 0.3104
H 1.522434 0.760400 5.182610 -0.177 -0.025 0.003 0.3614
C 4.522958 5.256413 -0.970935 0.334 -0.090 0.253 0.0467
O 4.783967 6.245729 -1.628832 0.130 -0.188 0.244 -0.6192
N 5.345151 4.688056 -0.040172 -0.648 0.132 -0.468 0.1226
C 4.962907 3.505481 0.705817 0.199 0.198 -0.048 -0.8234
C 6.642087 5.286266 0.209728 -0.101 0.214 -0.233 -0.9518
H 3.563762 4.724924 -1.083893 0.016 -0.116 0.083 0.3650
H 4.965503 3.742659 1.772823 -0.059 -0.217 0.012 0.3351
H 5.685858 2.710684 0.504140 -0.123 -0.105 0.147 0.3604
H 3.966743 3.165866 0.416663 0.071 0.097 -0.010 0.1731
H 6.502927 6.318165 0.541335 0.183 -0.040 -0.029 0.3020
H 7.219044 5.291829 -0.718330 0.087 0.096 0.138 0.2902
H 7.181715 4.725258 0.973611 -0.149 -0.004 -0.080 0.3837
```
Forces are in eV/Å.